Model P:
Formula: H4NO2PS
Source: the Open Molecules 2025 dataset
Level of theory: ωB97M-V/def2-TZVPD

```
! wB97M-V def2-TZVPD RIJCOSX def2/J DEFGRID3
* xyz 0 1
N -1.39331 0.03924 -0.33018
S -0.12997 0.70257 0.56815
O -0.66562 0.43403 2.03869
O 0.13180 2.04875 0.16463
P 1.49983 -0.78461 0.19642
H -2.25778 -0.41966 0.08154
H -1.57046 0.63449 -1.15437
H 0.27536 -1.54553 0.04808
H 1.50507 -0.84498 1.61562
*
```

As for the highest occupied orbital energy: -10.213 eV. The frontier orbital gap comes out at 9.98 eV. The LUMO energy comes out at -0.0084 Ha.

***

Model Q:
Formula: H4NO2PS
Source: the Open Molecules 2025 dataset
Level of theory: ωB97M-V/def2-TZVPD

```
! wB97M-V def2-TZVPD RIJCOSX def2/J DEFGRID3
* xyz 0 1
N 1.55745 1.40794 -1.61085
O -0.74765 -1.24327 0.74990
O 1.73413 0.92068 0.94214
P 1.96879 0.37067 -0.55293
S 2.84529 -1.35608 -0.21065
H 1.55635 1.07105 -2.62660
H -0.02602 -0.59658 0.55150
H 1.46975 1.83811 1.05678
H -0.38478 -2.06030 1.00372
*
```

As for the highest occupied orbital energy: -9.947 eV. The frontier orbital gap comes out at 9.56 eV. The LUMO energy comes out at -0.0142 Ha.

***

Order of stability, best first: model Q, model P